101
Properties=species:S:1:pos:R:3 method="wB97M-V/def2-TZVPD" charge=+1 homo_energy_ev=-12.001 e_above_lowest_kcal_mol=0.0
H -1.30348 5.14389 -2.89900
N 3.21084 3.84516 3.83420
O 3.42684 3.17031 1.45840
H -2.17328 1.33318 -0.85327
P -1.46755 2.41544 -0.32919
O 2.64928 9.05337 -2.85233
C 4.04668 -2.02373 1.50730
H 0.67423 4.72100 -0.39551
O 3.79225 -0.83997 2.28049
C -0.53251 -8.92951 1.71193
H 3.64077 -1.87931 0.49736
O -5.60933 -0.63884 1.07351
O -1.28687 3.47928 -1.34634
H 1.42128 -10.35647 3.82458
H -4.64817 -2.91988 3.19949
H -0.75845 5.24063 -8.61849
C -2.94681 -0.76844 0.68727
O -3.88081 -4.45754 -2.44703
H 4.67482 0.33518 0.79482
C 3.28899 3.56815 2.72075
H 3.98440 -2.23293 6.48106
H -2.77206 -8.50614 0.37424
O -1.43240 5.61610 -4.85747
C 3.18602 -2.77091 4.53775
C -0.65948 5.11662 -3.76609
H -6.27196 -2.89387 2.47441
H 4.71757 9.02179 -2.63160
O 0.34760 5.28796 -6.20426
C 2.62416 0.92453 1.14217
N 1.69772 0.04878 0.81290
C -5.43428 -2.28136 2.80963
O -0.87496 -9.34168 0.49875
C -4.96496 -1.49306 1.61992
O 1.09881 8.96419 -1.34986
C 1.15914 2.82613 0.62351
C -0.78622 5.64737 -6.02283
C 4.26026 -2.14832 5.43079
H -0.31774 8.89694 0.09910
H 1.87649 4.80790 0.87970
H 0.64241 7.41452 -0.04150
H 0.21125 5.74380 -3.59658
C -1.83729 -8.53442 -0.18206
C 3.95105 8.67933 -3.32333
O -1.60991 6.13394 -6.94311
C 3.97013 0.38331 1.62928
H -3.52821 -3.80385 0.03618
O -0.67303 3.92696 2.30756
H 2.54244 -1.97738 4.16074
H 4.01471 7.60226 -3.45622
C 3.29805 -3.17290 2.15984
H -1.47442 -7.52873 -0.36390
C -1.50454 -0.77837 1.20050
H -0.18677 6.89100 -8.25830
C 0.67876 8.49970 -0.06956
H 4.38050 -1.09470 5.18270
H 2.22784 -2.93918 2.18167
C -1.04690 6.22494 -8.25592
H -1.26983 -1.70737 1.71768
C -0.44272 -0.55924 0.08725
H 2.57199 -3.47646 5.10220
H -1.82688 6.63406 -8.89005
C -0.09946 4.69659 1.60458
H -0.09528 -9.52967 4.24038
O 3.80080 -3.46478 3.44626
H -1.37947 0.01734 1.93918
O 0.31055 -9.82509 2.22224
O -0.92653 -7.93411 2.26448
H -3.02432 -0.72061 -0.40028
C 0.74837 -9.54901 3.55304
C 2.38729 2.31630 1.07413
C -3.53105 -5.48046 -1.92019
C -4.47092 -6.77585 -3.60555
H -2.00850 -3.67410 -0.89040
O 3.00191 7.80185 -1.00858
H -2.00506 -9.02709 -1.13516
H -4.56703 -7.83042 -3.84269
H -2.16653 2.80653 0.81982
N 0.52059 0.52102 0.40626
H -2.02605 -4.44482 0.71661
C 0.19809 1.82843 0.27838
H 5.20595 -2.65945 5.26770
H -0.34776 4.09059 -3.95249
H 4.32538 1.07295 2.39624
H 4.07599 9.17044 -4.28209
H -5.79493 -1.58858 3.56639
H -0.86871 -0.37929 -0.89367
O -3.74513 -6.71080 -2.37040
C 2.32043 8.53982 -1.67864
H 1.35215 8.87195 0.70018
H -3.92300 -6.27018 -4.39738
C 0.94745 4.32492 0.58242
H 3.41828 -4.06730 1.54430
H 0.13292 -1.47757 -0.00142
O -2.85061 -5.57148 -0.77022
H 5.11749 -2.21286 1.42445
F -0.34386 6.00033 1.65847
O -3.71860 -1.86318 1.16729
H -3.41463 0.14616 1.05649
H -5.45816 -6.33413 -3.49174
C -2.59259 -4.28297 -0.19785
H 1.28170 -8.60154 3.58909



31
Properties=species:S:1:pos:R:3 method="wB97M-V/def2-TZVPD" multiplicity=4 charge=+1 homo_energy_ev="-11.463 / -11.395"
C 0.22376 -2.15684 -2.87653
H 0.83998 2.43508 1.91796
H 1.71422 -3.50167 0.61577
H -1.30367 3.62248 -1.93165
O 1.66188 0.54545 2.60777
H -0.20894 4.68023 -0.34507
P 0.85323 -0.18816 1.39059
H -1.00670 -0.36153 4.08689
H 0.74884 -3.16382 2.08866
C -1.39579 -0.78351 -3.81372
H 1.29109 2.29284 3.64517
H 2.56088 2.40369 2.35740
H -1.50325 -2.99810 -4.02222
H -1.98443 3.43107 0.16864
C 0.53366 -0.81063 -2.51033
C -1.27186 -0.08205 3.05731
P -0.77670 3.38557 -0.60886
C 1.57670 1.99024 2.62795
C -0.47573 0.04961 -3.11091
H 0.79027 -3.04484 -2.59878
H -2.30971 -0.38602 2.86867
H -2.27852 -0.44543 -4.35962
C -0.98555 -2.13204 -3.62389
C 1.01871 -2.79631 1.08794
H -0.49811 1.14349 -3.05439
Mn 0.59216 1.40794 -0.45480
H -1.20376 1.01516 2.94923
O 1.72668 -1.54538 1.19460
O -0.45762 -0.80161 2.12360
H 0.11624 -2.72403 0.45836
H 1.41203 -0.48088 -1.93574



5
Properties=species:S:1:pos:R:3 method="wB97M-V/def2-TZVPD" homo_energy_ev=-12.416 smiles=FCF e_above_lowest_kcal_mol=1.6
H 0.00084 0.68427 0.88279
C -0.01015 0.06396 -0.01942
F -1.08654 -0.74993 -0.01098
H -0.00774 0.74297 -0.84064
F 1.10358 -0.74128 -0.01175



14
Properties=species:S:1:pos:R:3 method="wB97M-V/def2-TZVPD" homo_energy_ev=-7.251 smiles=Nc1c[nH]cc1N e_above_lowest_kcal_mol=29.1
H 1.50537 -2.33049 -0.43445
H 0.00422 2.40603 0.73018
H 0.74532 1.77201 2.07490
H -2.22136 0.91455 -0.16081
C 1.17609 -0.65830 0.82159
C 0.30939 0.33336 0.60368
N -1.47091 0.79026 -0.99895
H 1.76278 -0.97075 1.64363
N 0.06527 1.54825 1.29964
C 0.07735 -1.16869 -1.07332
C -0.46124 -0.06165 -0.52944
N 0.90755 -1.58913 -0.17532
H -2.03999 0.55445 -1.84257
H -0.35985 -1.53991 -1.95877



102
Properties=species:S:1:pos:R:3 method="wB97M-V/def2-TZVPD" charge=-1 homo_energy_ev=-3.798 e_above_lowest_kcal_mol=0.0
C 4.43647 2.16995 -2.96772
H 0.52176 2.91816 0.94052
H -1.72570 2.77830 2.55610
C 3.44199 -2.97544 2.62319
C -3.25078 -0.97692 -5.03922
H 5.47354 1.81470 -2.88305
C -2.86639 0.06363 2.73406
C -1.85924 -4.07259 2.20562
C 4.11868 3.31835 -3.70674
C 1.31093 1.34546 4.89070
H -3.14838 0.63086 -3.63290
F -5.03817 0.82199 1.38996
H 1.43146 1.74813 3.87241
Cl 3.35849 -3.42789 0.85254
H -2.07476 -6.05419 2.97949
H -0.10830 0.13934 6.03327
C 3.41871 1.51038 -2.27144
C -2.79912 -0.36444 -3.89012
C -3.39675 -4.88736 0.02831
H 1.23870 -0.73656 -2.87811
H -2.68545 1.90552 4.85834
C -2.97147 -3.54409 0.12551
C -1.47529 -2.31848 -3.35814
H 5.18435 4.24971 1.44022
C -2.31565 -5.39662 2.12539
C -0.77675 -3.77446 3.23024
H 1.00529 -1.20122 -4.61154
H 2.63623 4.76017 -4.21607
C 4.08662 -1.17153 -2.90746
C 4.12640 4.00348 1.35915
H 4.88888 3.75853 -4.34001
O -0.18495 -2.45366 -1.07624
N -2.14503 0.37573 1.54065
H -1.95619 -2.08287 1.37944
N -1.02688 0.81040 4.24297
H 2.25427 0.87619 5.18519
C 1.83166 4.60171 1.10185
C 3.75108 2.64318 1.34645
N 2.47282 2.29899 1.23840
C -3.85575 2.72994 -1.51104
H 4.11597 -2.16396 -2.38760
C -4.67721 2.16001 -0.53934
C -2.50427 2.40235 -1.46436
H 1.03072 5.31637 0.98288
C 3.03096 -1.17627 -4.03325
S -0.30238 -3.21209 -2.35013
H -2.53460 -0.59863 4.73454
H -3.39183 -6.87112 0.94870
O 2.57327 -0.52703 -0.86813
H -1.66478 -3.95473 -4.72362
C -1.62138 2.08536 4.61908
H 1.26840 -3.55984 -4.16942
H 0.83277 3.54731 -2.94044
H -1.24877 -1.12982 3.61391
F -5.99987 2.43784 -0.58346
H 3.11298 -0.24201 -4.60449
H 0.41980 -0.63505 4.55444
C -1.99823 1.59363 -0.47637
H 3.37232 -1.97992 -4.71426
C -1.95005 -2.92566 -4.52068
H -3.11882 -2.70245 -6.31549
C -2.24136 -3.13006 1.23699
H -3.46116 -0.84834 2.59413
C -2.77406 1.02142 0.59884
H -3.55252 0.86968 3.03919
Rb 0.67173 -0.92195 1.11441
C 2.14705 2.03816 -2.20969
C -4.19928 1.33823 0.45556
C 1.53192 3.25506 1.09654
C 3.14432 4.99217 1.25706
H -2.10575 4.03438 3.77014
C -1.47081 3.16221 3.55720
C 1.26226 -2.89225 -3.28614
H 4.34611 -3.44541 3.00681
H 1.41017 1.56570 -1.56323
C 1.83308 3.18118 -2.94974
O -1.10371 -4.23476 4.35012
C -2.80280 -2.25952 -5.38064
H 5.09963 -0.93916 -3.31608
H -0.43289 3.51558 3.55025
H 2.49819 -3.31744 3.06184
C -1.90805 -0.26557 3.87698
Cl 3.51409 -1.22550 3.06395
C -3.06758 -5.82856 1.03101
H -1.15033 2.40587 5.54147
H -1.60785 -0.56905 -2.13093
S 3.84467 -0.01907 -1.45800
C 0.15414 0.35798 4.98700
C 1.55731 -1.44212 -3.67251
Br -4.37050 -5.42924 -1.49408
H 2.01802 -3.23824 -2.55761
H -3.22504 -2.82894 -0.64128
H 3.39040 6.04261 1.31054
F -0.67361 1.26977 -0.49493
H -3.98538 -0.48105 -5.67422
H 1.20196 2.20286 5.59981
Br 5.21863 1.42460 1.45035
C -1.92071 -1.05540 -3.03169
O 0.23931 -3.11087 2.89662
C 2.82161 3.84917 -3.65687
H -4.26602 3.38511 -2.26843
F -1.65758 2.87193 -2.41348



30
Properties=species:S:1:pos:R:3 method="wB97M-V/def2-TZVPD" charge=+1 homo_energy_ev=-13.027 e_above_lowest_kcal_mol=14.3
H 2.37156 -1.32445 2.65231
C -0.76768 -2.33738 -1.73834
Hg 0.66516 3.41743 0.76342
C 1.26117 0.84270 1.21548
H -3.20404 0.86135 -1.80594
H 0.51177 2.23976 -0.61490
H -0.75346 -1.00223 3.27016
C -2.51283 0.52508 -1.05156
H -0.52262 0.68681 3.08252
C 0.21056 -1.19707 -1.80506
O -0.90776 1.39807 -2.49366
H 1.59011 1.22173 -2.07988
H -2.71716 -0.49707 -0.78519
H -0.88131 -2.69676 -0.72607
H 0.59728 1.70479 1.57170
N -0.06939 -0.06349 -0.95010
P 1.41904 0.93390 -0.66991
C -0.55656 -0.24619 2.53117
H 0.84483 -1.32346 1.24157
H -1.36893 -0.19673 1.81841
H 2.55420 1.83564 -0.42299
H -1.71954 -1.96098 -2.09140
H 2.25003 1.03769 1.60787
O 1.13204 -1.22272 -2.52147
H 2.27498 -0.21800 -0.65790
H -2.62255 1.15459 -0.17751
O 1.70062 -0.71150 2.97527
C -1.12765 0.69766 -1.59726
H -0.45236 -3.09610 -2.43395
C 0.80049 -0.46308 1.89318